Record 1
Here is C60H72Ge2NS4ScSi2 as an isolated structure in a non-equilibrium geometry from OMol25. Energies are from the ωB97M-V functional and the def2-TZVPD basis.

XYZ file:
```
142
Properties=species:S:1:pos:R:3:mulliken_charge:R:1
Sc -0.849 -2.368 0.402 -0.027
C 0.977 -4.521 -2.764 -0.702
Si 0.111 -5.371 -1.287 0.370
C -0.164 -7.213 -1.759 -1.227
C 1.279 -5.282 0.243 -0.886
C -1.408 -4.414 -0.636 2.164
C -1.812 -4.952 0.679 -1.119
C -2.344 -6.228 0.896 -0.797
C -2.686 -6.624 2.169 -0.892
C -2.492 -5.738 3.226 -0.942
C -1.983 -4.486 2.948 -0.437
N -1.650 -4.095 1.713 0.702
Si -2.976 -4.266 -1.712 0.278
C -2.634 -3.302 -3.318 -0.534
C -4.164 -3.269 -0.571 -0.884
C -3.925 -5.876 -2.161 -1.229
H 1.999 -4.873 -2.874 0.455
H 1.011 -3.443 -2.630 -0.156
H 0.469 -4.715 -3.702 0.356
H 0.762 -7.671 -2.095 0.417
H -0.879 -7.301 -2.570 0.342
H -0.533 -7.799 -0.924 0.328
H 2.310 -5.531 0.018 0.484
H 0.942 -5.956 1.026 0.287
H 1.262 -4.258 0.655 0.043
H -2.478 -6.883 0.055 0.659
H -3.095 -7.610 2.342 0.459
H -2.740 -6.020 4.236 0.458
H -1.824 -3.749 3.725 0.447
H -2.370 -2.267 -3.112 -0.434
H -3.516 -3.303 -3.951 0.602
H -1.820 -3.737 -3.888 0.368
H -3.622 -2.446 -0.075 0.072
H -4.571 -3.909 0.207 0.270
H -5.001 -2.835 -1.106 0.470
H -3.314 -6.545 -2.757 0.356
H -4.810 -5.639 -2.744 0.406
H -4.259 -6.423 -1.283 0.342
C -5.246 4.459 0.369 -1.659
C -4.001 4.176 1.154 0.877
C -3.988 3.227 2.164 -1.136
C -2.844 2.975 2.902 1.649
C -2.859 1.996 4.038 -1.556
C -1.672 3.674 2.604 0.399
C -1.668 4.642 1.600 0.934
C -0.432 5.426 1.266 -1.906
C -2.837 4.884 0.895 -0.728
C -0.464 3.466 3.433 -0.663
C -0.172 4.444 4.381 0.097
C 0.933 4.328 5.201 -1.204
C 1.757 3.226 5.077 0.015
C 1.487 2.240 4.135 -0.636
C 0.373 2.361 3.306 0.306
Ge 0.076 0.954 1.880 -0.144
S -0.627 -1.007 2.608 -0.608
S -1.279 1.623 0.140 -0.016
Ge 0.388 0.772 -1.172 -0.483
S -0.130 -1.281 -1.737 -0.149
S 1.916 0.712 0.528 0.107
C 0.917 1.792 -2.830 -0.388
C -0.064 2.146 -3.752 -0.673
C 0.292 2.825 -4.912 0.451
C 1.617 3.115 -5.177 -1.172
C 2.590 2.715 -4.284 -0.376
C 2.254 2.057 -3.104 -0.239
C 3.373 1.658 -2.223 0.541
C 3.849 0.349 -2.207 1.994
C 3.208 -0.747 -3.006 -1.950
C 4.974 0.048 -1.447 -0.940
C 5.644 1.019 -0.726 0.823
C 6.894 0.705 0.040 -1.577
C 5.153 2.318 -0.751 -0.910
C 4.031 2.650 -1.485 1.070
C 3.522 4.061 -1.498 -1.879
C -1.478 1.751 -3.573 0.534
C -1.930 0.574 -4.173 0.258
C -1.001 -0.275 -4.987 -1.302
C -3.252 0.193 -3.994 -0.769
C -4.122 0.958 -3.236 0.369
C -5.540 0.527 -3.012 -1.611
C -3.672 2.163 -2.712 -1.220
C -2.364 2.583 -2.888 1.269
C -1.896 3.909 -2.371 -1.212
C 2.404 1.081 4.049 0.582
C 2.098 -0.107 4.709 0.738
C 0.865 -0.234 5.553 -1.375
C 2.988 -1.171 4.626 -1.337
C 4.170 -1.069 3.914 0.783
C 5.126 -2.220 3.820 -1.502
C 4.475 0.138 3.297 -1.301
C 3.616 1.220 3.363 1.313
C 3.962 2.527 2.716 -1.277
H -6.022 3.733 0.601 0.339
H -5.041 4.421 -0.701 0.307
H -5.621 5.457 0.598 0.399
H -4.893 2.678 2.387 0.335
H -3.875 1.676 4.257 0.503
H -2.431 2.448 4.933 0.284
H -2.265 1.112 3.799 0.092
H 0.441 5.037 1.784 0.242
H -0.561 6.472 1.547 0.365
H -0.242 5.395 0.193 0.348
H -2.834 5.646 0.128 0.430
H -0.827 5.300 4.461 0.530
H 1.150 5.092 5.934 0.402
H 2.623 3.115 5.714 0.571
H -0.482 3.106 -5.613 0.508
H 1.891 3.630 -6.087 0.437
H 3.634 2.892 -4.496 0.605
H 2.400 -0.374 -3.631 0.201
H 2.799 -1.504 -2.336 0.114
H 3.947 -1.232 -3.641 0.622
H 5.334 -0.972 -1.437 0.368
H 7.065 -0.367 0.087 0.353
H 6.835 1.100 1.054 0.302
H 7.752 1.173 -0.445 0.384
H 5.666 3.089 -0.191 0.398
H 4.085 4.678 -0.802 0.470
H 2.468 4.089 -1.221 0.280
H 3.611 4.497 -2.493 0.378
H -0.318 0.344 -5.566 0.391
H -1.565 -0.916 -5.660 0.543
H -0.410 -0.905 -4.322 -0.023
H -3.606 -0.715 -4.459 0.409
H -5.696 -0.494 -3.350 0.344
H -6.223 1.178 -3.558 0.363
H -5.794 0.589 -1.955 0.368
H -4.361 2.786 -2.162 0.475
H -2.726 4.466 -1.951 0.463
H -1.437 4.501 -3.162 0.447
H -1.151 3.767 -1.588 -0.091
H 0.177 0.586 5.367 0.178
H 1.137 -0.222 6.609 0.440
H 0.352 -1.170 5.342 0.263
H 2.746 -2.097 5.131 0.354
H 4.716 -3.109 4.295 0.358
H 6.069 -1.970 4.308 0.340
H 5.341 -2.449 2.776 0.320
H 5.400 0.225 2.746 0.487
H 4.939 2.476 2.246 0.393
H 3.963 3.337 3.445 0.430
H 3.226 2.770 1.950 0.101
```

## Properties
Total charge ... 0
Strongest force on any atom ... 1.06 eV/Å
HOMO level ... -8.0 eV
HOMO-LUMO gap ... 7.573 eV

***

Record 2
Here is one molecule with the formula C7H14N2O in a non-equilibrium geometry from OMol25. Energies are from the ωB97M-V functional and the def2-TZVPD basis.

XYZ file:
```
24
Properties=species:S:1:pos:R:3:nbo_charge:R:1
C 1.876 0.666 -2.093 -0.399
C -2.811 -0.951 -0.106 -0.232
C 1.608 0.657 -0.813 -0.197
C 1.210 -1.557 0.248 -0.650
C -1.192 1.454 -0.803 -0.461
C 0.073 0.044 2.449 -0.254
C 0.636 -0.145 0.024 0.370
N -1.518 -1.035 -0.097 -0.218
N -0.747 0.000 -0.491 -0.280
O 0.779 0.497 1.271 -0.579
H 2.794 1.174 -2.445 0.197
H 1.322 0.399 -2.997 0.202
H -3.269 -1.868 0.257 0.197
H -3.273 0.014 -0.293 0.165
H 2.388 1.146 -0.180 0.223
H 0.290 -2.141 0.536 0.253
H 1.570 -1.826 -0.722 0.220
H 2.022 -1.450 0.939 0.227
H -0.297 1.799 -1.315 0.236
H -2.027 1.425 -1.521 0.216
H -1.272 2.030 0.132 0.211
H 0.478 -0.921 2.737 0.169
H -0.866 -0.281 2.209 0.182
H 0.226 0.868 3.072 0.202
```

## Properties
SMILES ... C=C[C@@](C)(OC)N(C)N=C
Total charge ... 0
Strongest force on any atom ... 3.83 eV/Å
HOMO level ... -8.4 eV
HOMO-LUMO gap ... 9.335 eV

***

Record 3
Here is C6H9N3O4 as an isolated structure in a non-equilibrium geometry from OMol25. Energies are from the ωB97M-V functional and the def2-TZVPD basis.

XYZ file:
```
22
Properties=species:S:1:pos:R:3:nbo_charge:R:1
C 3.096 0.369 -0.116 -0.117
C 1.841 0.652 -0.588 -0.061
C 1.756 -0.739 1.115 0.183
C -1.205 0.050 1.201 -0.112
C -0.963 0.763 -1.321 -0.109
C -0.412 -0.012 -0.117 0.293
N 2.995 -0.559 0.891 -0.419
N 0.948 -0.063 0.170 -0.432
N -0.748 -1.770 -0.671 0.523
O -1.580 -2.381 -0.084 -0.392
O -0.168 -2.044 -1.672 -0.371
O -2.557 0.158 1.018 -0.745
O -0.830 2.108 -1.080 -0.722
H 4.122 0.611 -0.273 0.227
H 1.389 1.279 -1.401 0.235
H 1.228 -1.282 1.889 0.196
H -0.901 0.829 1.781 0.189
H -1.079 -0.826 1.803 0.204
H -2.029 0.294 -1.201 0.214
H -0.392 0.601 -2.166 0.216
H -3.175 -0.565 1.171 0.508
H -1.336 2.530 -0.350 0.494
```

## Properties
Total charge ... 0
Strongest force on any atom ... 5.06 eV/Å
HOMO level ... -9.1 eV
HOMO-LUMO gap ... 9.379 eV

***

Record 4
Here is C3H3N4 as an isolated structure in a non-equilibrium geometry from OMol25. Energies are from the ωB97M-V functional and the def2-TZVPD basis.

XYZ file:
```
10
Properties=species:S:1:pos:R:3:nbo_charge:R:1
C 0.636 0.730 -0.217 -0.339
C 1.697 -0.196 -0.182 -0.045
C -0.367 -0.179 0.062 0.308
N 1.099 -1.303 -0.001 0.121
N -0.157 -1.502 0.137 -0.244
N -3.163 -0.385 -0.124 -0.078
N -2.288 0.327 -0.104 0.268
H 0.549 1.735 -0.186 0.264
H 2.733 -0.236 0.012 0.270
H -3.914 -0.907 -0.305 0.475
```

## Properties
Total charge ... +1
Strongest force on any atom ... 6.27 eV/Å
HOMO level (spin up / spin down) ... -14.9 / -14.5 eV
HOMO-LUMO gap (spin up / spin down) ... 8.111 / 7.324 eV

***

Record 5
Here is one molecule with the formula C4H8O2 from OMol25. Energies are from the ωB97M-V functional and the def2-TZVPD basis.

XYZ file:
```
14
Properties=species:S:1:pos:R:3:nbo_charge:R:1
C -1.004 -0.527 -1.466 -0.642
C -0.579 0.741 -0.774 0.065
O -1.140 0.965 0.517 -0.487
C 0.258 0.731 0.427 0.023
C 0.825 -0.554 0.997 -0.092
O 1.658 -0.359 2.123 -0.710
H -1.140 -1.327 -0.734 0.220
H -0.268 -0.848 -2.212 0.218
H -1.960 -0.373 -1.975 0.223
H -0.541 1.633 -1.403 0.182
H 0.852 1.624 0.639 0.176
H 1.417 -1.063 0.223 0.173
H -0.011 -1.212 1.263 0.183
H 1.633 0.570 2.373 0.467
```

## Properties
SMILES ... C[C@H]1O[C@H]1CO
Total charge ... 0
Strongest force on any atom ... 0.41 eV/Å
HOMO level ... -10.2 eV
HOMO-LUMO gap ... 11.230 eV